P:
34
Properties=species:S:1:pos:R:3 method="wB97M-V/def2-TZVPD" charge=+1 homo_lumo_gap_ev=7.6
C 2.2796 -1.9558 0.7885
H 2.2801 -3.7464 2.0928
H -1.3395 -1.2722 -2.4580
H 1.7112 -3.4211 -0.7021
H -2.1554 0.1741 -1.8845
H 1.8769 -2.2139 2.9312
O -0.1286 0.0781 -1.5524
C -1.2113 -2.6974 -0.2073
C 0.9097 3.8745 -0.4199
C -0.9050 4.7182 0.8739
N -1.8152 4.1533 0.0847
H -2.8721 -1.3597 -0.2939
H 1.1564 5.0986 1.3369
C 1.3799 -2.4501 -0.3274
C 0.3571 -2.9270 1.6531
H -1.4594 -0.6835 0.5017
H 2.0770 -0.9050 0.9918
H -1.2928 5.2869 1.7115
C -0.0276 3.2858 -1.2551
H -2.1363 3.0239 -1.5952
C -1.3719 3.4613 -0.9606
C -1.7898 -1.2821 -0.3506
H 0.0963 0.2427 -0.6393
H 3.3320 -2.0658 0.5512
H -0.4383 -3.1838 2.3427
H 1.2192 -1.7970 -1.1785
H -1.8563 -3.3077 0.4194
H -1.1017 -3.1646 -1.1820
C 1.7986 -2.7740 2.0032
H 1.9690 3.7685 -0.6167
C 0.4629 4.6111 0.6658
H 0.2726 2.7008 -2.1123
N 0.1165 -2.7068 0.4186
C -1.3939 -0.5640 -1.6311

Q:
34
Properties=species:S:1:pos:R:3 method="wB97M-V/def2-TZVPD" charge=+1 homo_lumo_gap_ev=9.5
C 0.2217 -1.9862 -1.4260
H 4.2684 -0.8260 -1.5336
H -0.7629 -1.6705 -1.7978
C -2.0778 0.7759 -1.3089
H -1.5235 3.4253 0.4049
C -1.2167 2.4163 0.4860
C -2.8453 -1.0010 0.4604
C 2.9915 -0.5895 0.3499
C -2.2786 1.4842 -0.0060
H -3.2315 1.7909 0.1152
H 1.0756 -0.2377 2.1825
H -3.9567 -0.8473 0.4216
H -2.7698 0.5872 -2.1422
C -2.0138 0.0116 -0.0723
N 0.3246 0.1019 1.6129
N 0.5852 -1.3572 -0.1512
C 3.5688 1.3734 0.9405
C -0.1158 -0.4925 0.5951
H 4.8846 1.7566 -0.7452
H 3.5672 2.2192 1.6860
H -2.6382 -1.2181 1.5324
H -0.2614 0.8696 1.9122
H 0.1199 -3.0518 -1.3006
H -1.2050 2.2324 1.5284
C 4.2513 1.0951 -0.2376
H 1.0045 -1.8252 -2.1127
C 3.8023 -0.2108 -0.6770
H 2.4867 -2.4172 -0.2791
H -1.1557 0.9754 -1.8774
O 2.8195 0.3098 1.3333
H 1.9168 -2.2173 1.3425
C 2.0131 -1.7589 0.3714
H -0.2619 2.2492 -0.0078
H -2.7861 -2.0236 -0.1455

Which structure is the least stable? The one labeled Q.

P:
9
Properties=species:S:1:pos:R:3 method="wB97M-V/def2-TZVPD" homo_lumo_gap_ev="7.8 / 7.8" smiles="C[S@@](=N)(=O)I"
O 1.5267 -0.9685 -0.6287
H -0.3964 -1.4495 1.0435
N 0.9259 1.6087 0.2275
C -0.9037 -0.5768 0.7326
H -1.7037 -0.9695 0.0730
H -1.1531 0.1783 1.5516
I -0.7330 0.1847 -2.5929
S 0.5260 0.0294 -0.4191
H 1.9112 1.9632 0.0124

Q:
9
Properties=species:S:1:pos:R:3 method="wB97M-V/def2-TZVPD" homo_lumo_gap_ev=8.2 smiles=CNOSI
N -0.4907 -0.6334 -0.4977
H -1.3068 -1.3615 -0.3474
I 3.1610 0.7658 -0.0356
C -0.8603 0.6448 0.0265
S 2.0189 -1.3966 -0.1195
O 0.5673 -1.0826 0.4764
H -0.2455 1.4252 -0.3586
H -0.9987 0.6163 1.0556
H -1.8451 1.0221 -0.1996

Which structure is the least stable? The one labeled P.

P:
18
Properties=species:S:1:pos:R:3 method="wB97M-V/def2-TZVPD" charge=+1 homo_lumo_gap_ev=10.1
H 2.8367 -2.1459 0.0402
H -3.0846 -2.1805 0.1331
H 0.7173 2.5243 -1.0531
H -2.0893 1.8087 0.4449
N 3.2238 -1.2738 -0.0563
C 0.1152 0.7007 0.0069
H 2.2389 -0.1836 0.1746
C -2.5488 -1.3618 -0.0558
N -1.0671 0.0945 0.0467
N -1.2713 -1.2323 0.0515
C -3.2362 -0.1081 0.0683
H 4.0556 -1.3581 0.5086
H 0.9672 2.5559 0.8919
H 3.3659 -1.2439 -1.1041
H -4.2694 0.0412 -0.0457
N 1.3973 0.6014 -0.0783
C -2.2733 0.8245 0.1165
C 0.9221 1.9369 -0.0900

Q:
18
Properties=species:S:1:pos:R:3 method="wB97M-V/def2-TZVPD" charge=+1 homo_lumo_gap_ev=8.4
H -0.2945 -1.7737 0.8882
C 1.6764 0.1462 1.2722
N -1.3461 1.1480 0.0204
C 1.6628 0.2099 -1.2752
N -3.3462 -0.0818 -0.0029
H 2.4712 -0.5945 1.3698
C -0.1367 -1.1991 -0.0152
H 2.1301 1.1354 1.2524
N -3.4984 -1.1915 -0.0210
H 2.5814 -0.3740 -1.3005
H -0.3125 -1.7580 -0.9242
N -2.7583 1.0119 0.0197
C -0.5353 0.2161 0.0092
H -3.2480 1.9048 0.0271
H 1.0783 -0.0282 -2.1605
H 1.9292 1.2639 -1.3035
C 0.9139 -0.1104 -0.0044
H 1.0325 0.0753 2.1485

Which structure is the least stable? The one labeled Q.

P:
12
Properties=species:S:1:pos:R:3 method="wB97M-V/def2-TZVPD" homo_lumo_gap_ev=8.8 smiles="CC1=NSC(=O)SN1"
C 0.4148 1.4599 0.0006
N -0.5345 1.2175 -0.7882
S 1.0922 -1.1026 0.3953
H 1.3365 3.2798 0.8079
C -0.5871 -1.4268 0.1433
C 1.1329 2.7676 -0.1976
H 0.4828 3.4583 -0.7201
H 1.9813 0.9356 1.3670
H 2.1382 2.6631 -0.7802
N 1.1076 0.6483 0.8502
O -1.0943 -2.5270 0.1677
S -1.5272 -0.1465 -0.5284

Q:
12
Properties=species:S:1:pos:R:3 method="wB97M-V/def2-TZVPD" homo_lumo_gap_ev=8.7 smiles=Nc1nc(S)oc1S
H -1.1113 0.9494 2.8743
C -0.5535 0.3489 0.6655
C 0.0776 -0.7804 0.1582
O -0.1710 1.3699 -0.2726
H -0.8056 -2.3039 1.1081
N 0.8897 -0.5088 -0.9343
H 0.9461 2.8605 -2.3039
N 0.0247 -2.0633 0.5290
S 1.4993 1.5995 -2.3523
C 0.7086 0.7660 -1.0775
S -1.8800 0.4825 1.7465
H 0.3755 -2.7203 -0.1410

Which structure is the least stable? The one labeled P.

P:
9
Properties=species:S:1:pos:R:3 method="wB97M-V/def2-TZVPD" charge=+1 homo_lumo_gap_ev=10.2 smiles="O=C1C[N+](=O)N1"
H 0.6682 0.4469 1.6241
N 0.1103 -0.4949 -0.9854
C -0.0845 0.4354 0.8278
O 0.9902 1.5801 -1.0166
C -0.4831 -0.9359 0.2818
O -0.9976 -1.9297 0.5852
N 0.4493 0.6768 -0.5136
H -0.9019 1.1050 1.1177
H 0.2492 -0.8836 -1.9212

Q:
9
Properties=species:S:1:pos:R:3 method="wB97M-V/def2-TZVPD" charge=+1 homo_lumo_gap_ev=8.6
O -2.9005 0.9687 0.3226
N -1.9198 0.5482 -0.0369
H 0.2096 0.7301 -0.5324
H 1.8112 -0.3419 0.9455
C 0.2184 -2.1398 -0.1468
O 1.4733 0.4123 0.4144
C -0.8023 0.1773 -0.3753
H 2.2011 0.7453 -0.2491
N -0.2909 -1.1002 -0.3421

Which structure is the least stable? The one labeled Q.

P:
25
Properties=species:S:1:pos:R:3 method="wB97M-V/def2-TZVPD" charge=+1 homo_lumo_gap_ev=10.3
H -2.2400 2.2376 0.5850
H 0.6819 -2.4425 -1.0966
C 0.7107 -0.4238 -1.6548
H 0.2530 0.4882 2.7183
H 0.0105 1.5891 -1.8804
O -1.8958 1.8879 1.5179
H 0.3497 -1.5044 0.2249
H -2.7548 1.6041 2.1015
H 0.0133 1.4126 1.7018
C -1.4390 0.2446 -0.8020
H -1.4230 -0.2568 1.2192
H -1.6625 -0.5174 -1.7321
H 3.1391 0.0109 0.5282
O 2.8749 -0.9117 0.6503
N -1.6266 -0.6888 0.3546
H -2.0271 1.1506 -0.7957
H 0.3917 -0.8666 -2.6183
H 0.5435 1.1686 -0.1835
O 0.7314 0.8228 1.9190
H 1.8793 -1.6357 -0.3828
H 1.7283 -0.0108 -2.0359
N 0.7970 -1.5421 -0.6506
H -2.5899 -1.1119 0.2697
C -0.0201 0.7206 -1.0902
H 3.5747 -1.4250 1.1327

Q:
25
Properties=species:S:1:pos:R:3 method="wB97M-V/def2-TZVPD" charge=+1 homo_lumo_gap_ev=9.8
O -2.9560 -2.9424 -2.1124
H -1.4052 0.8446 2.2408
N -0.6023 0.2663 2.0661
H 2.6240 2.0221 0.0436
H -0.3021 -1.8456 2.1822
H -1.9972 -1.3365 2.0176
H -1.9743 -0.4259 -1.1102
H 3.7422 3.2505 -1.9206
H 2.8975 1.3715 1.4210
O 3.8874 2.7428 -1.1137
H 4.5886 3.2267 -0.6549
N -1.2231 -0.1473 -0.5229
H -3.7737 -2.4436 -2.0023
H 0.6295 0.7911 -0.6782
O 2.1910 1.5797 0.7957
H -3.0425 -3.6823 -1.5030
H 0.0227 0.6246 1.3379
C -0.7279 -1.3314 0.1792
H 0.1728 -0.0077 -2.1645
C -0.2156 0.5350 -1.3120
H -1.2008 -2.2491 -0.1527
H 0.3549 -1.3818 0.0900
C -0.9832 -1.1533 1.7019
H -0.0501 0.2656 2.9283
H -0.6565 1.4264 -1.7570

Which structure is the least stable? The one labeled P.

P:
12
Properties=species:S:1:pos:R:3 method="wB97M-V/def2-TZVPD" charge=+1 s_squared=0.76 homo_lumo_gap_ev="7.4 / 8.3" spin_multiplicity=2
H -1.0330 -1.1869 -2.5506
O -0.9183 0.9591 -0.3568
H 1.4642 0.1446 1.7774
O 1.0392 0.2293 -0.6630
C -0.1914 0.2306 -1.1102
H -1.3443 -0.9930 1.3106
Ag 1.1246 2.1107 -1.7636
C -0.6426 -0.1570 1.3662
O -0.3910 0.0370 -2.3434
H 1.0576 -1.4786 0.9933
C 0.7574 -0.4473 1.1906
H -0.9224 0.5514 2.1494

Q:
12
Properties=species:S:1:pos:R:3 method="wB97M-V/def2-TZVPD" charge=+1 s_squared=0.76 homo_lumo_gap_ev="8.0 / 8.7" spin_multiplicity=2
H -1.4957 -0.6186 1.1806
O 2.6747 -0.4929 -0.0384
C -1.2893 0.3971 -0.4658
Ag 0.0447 -2.5022 -0.2955
C -0.2574 1.2225 0.2147
H -1.0528 0.2281 -1.5269
H -0.3828 2.2747 0.4563
H 2.9093 -1.0291 0.7287
O 1.0638 0.8707 0.0881
H -2.2604 0.8976 -0.3762
O -1.3403 -0.8706 0.2154
C 1.3862 -0.3772 -0.1810

Which structure is the least stable? The one labeled P.

P:
10
Properties=species:S:1:pos:R:3 method="wB97M-V/def2-TZVPD" homo_lumo_gap_ev=6.7
F 3.9559 -0.7976 -1.5474
S 0.0090 -1.7906 -0.3511
C 3.1413 -0.1149 -0.7074
O -0.6094 -1.4022 0.8997
Br 4.1430 -0.2793 1.0746
H 0.0914 -0.7537 -2.2366
O 1.9320 -0.5881 -0.7062
F 3.2812 1.1724 -1.0502
N -0.6442 -0.8501 -1.5933
H -0.9788 0.0706 -1.5157

Q:
10
Properties=species:S:1:pos:R:3 method="wB97M-V/def2-TZVPD" homo_lumo_gap_ev=11.6
O 1.9796 -1.4876 -1.1298
N -0.0077 -0.3481 -0.1014
S 1.4365 -1.0658 0.1055
C 2.5969 0.3501 0.5205
F 1.8618 1.6758 -0.2788
F 2.5299 0.8232 1.6804
Br 4.2082 0.0709 -0.2802
H -0.3714 0.1670 -0.7727
O 1.3281 -1.8005 1.3198
H -0.6153 -0.6553 0.5454

Which structure is the least stable? The one labeled Q.